# 1
Computed, not measured: one molecule with the formula C5H9N3 at a distorted geometry, with the ωB97M-V functional and the def2-TZVPD basis.

Each line ends with the Mulliken charge.
Atoms and positions in Å:
C (0.712, -0.372, -1.776)  -0.51
C (0.659, -1.285, -0.584)  -0.30
C (0.317, 0.979, -1.679)  -0.14
C (-0.154, -1.222, 0.540)  -0.02
C (-0.103, -2.454, 1.493)  -1.04
N (-0.165, 1.537, -0.526)  0.33
N (-0.335, 2.766, -0.470)  -0.71
N (-0.762, 3.148, 0.659)  -0.20
H (1.016, -0.757, -2.771)  0.32
H (1.306, -2.178, -0.558)  0.24
H (0.231, 1.746, -2.579)  0.27
H (-0.778, -0.374, 0.682)  0.39
H (-0.843, -3.291, 1.155)  0.21
H (-0.286, -2.171, 2.513)  0.34
H (0.923, -2.819, 1.477)  0.33
H (-1.030, 2.561, 1.431)  0.21
H (-0.709, 4.188, 0.993)  0.28

Atoms 1-3, force components in eV/Å:
C -1.0923 2.6509 1.0660
C -1.1271 0.0382 1.2832
C 0.2571 -0.7252 -3.1455

**Energy above the lowest of the compared OMol25 structures with the same formula, charge and spin**: 4.067 eV
**SMILES**: C/C=C/C=C\N=N\N
**Net charge**: 0



# 2
Computed, not measured: one molecule with the formula C5H9N3 at a distorted geometry, with the ωB97M-V functional and the def2-TZVPD basis.

Each line ends with the Mulliken charge.
Atoms and positions in Å:
C (1.027, -0.126, -1.014)  -0.94
C (0.833, 0.946, 0.047)  -0.02
C (0.894, -0.150, 1.184)  -0.91
C (0.659, -1.223, -0.018)  0.14
C (-1.673, -0.808, -0.073)  -0.02
H (0.225, -0.093, -1.848)  0.32
H (2.048, -0.164, -1.381)  0.33
H (1.502, 1.802, 0.113)  0.45
H (-0.062, -0.095, 1.838)  0.34
H (1.917, -0.250, 1.711)  0.30
H (1.243, -2.152, -0.016)  0.43
H (-2.695, -1.063, 0.008)  0.43
H (-2.389, 1.022, 0.552)  0.19
H (-0.668, 1.875, -1.066)  0.28
N (-0.713, -1.640, -0.089)  -0.66
N (-1.623, 0.603, 0.099)  -0.18
N (-0.525, 1.514, -0.049)  -0.49

Atoms 1-3, force components in eV/Å:
C -0.9604 -0.0136 -1.5161
C -1.0623 -0.4545 0.7121
C -0.5279 -0.3652 -0.2908

**Energy above the lowest of the compared OMol25 structures with the same formula, charge and spin**: 3.052 eV
**SMILES**: C1=N[C@H]2C[C@H](C2)NN1
**Net charge**: 0



# 3
Computed, not measured: a 2-piece molecular cluster, C5H9N3 overall at a distorted geometry, with the ωB97M-V functional and the def2-TZVPD basis.

Each line ends with the Mulliken charge.
Atoms and positions in Å:
C (-1.462, 1.881, -0.257)  -0.61
C (-2.074, 1.492, 0.841)  -0.25
C (-0.833, 0.638, -0.994)  -0.21
C (-1.421, -0.488, -0.149)  0.13
C (2.965, -1.401, -0.705)  -0.22
N (-1.982, 0.147, 0.983)  -0.11
N (-1.372, -1.672, -0.538)  -0.62
N (2.745, -0.476, 0.114)  -0.44
H (-1.562, 2.778, -0.848)  0.34
H (-2.657, 2.009, 1.622)  0.33
H (3.483, -2.346, -0.558)  0.26
H (-1.356, 0.607, -2.031)  0.21
H (2.758, -1.071, -1.718)  0.21
H (-2.616, -0.236, 1.656)  0.24
H (-1.732, -2.291, 0.192)  0.23
H (3.063, -0.627, 1.086)  0.20
H (0.179, 0.904, -1.218)  0.32

Atoms 1-3, force components in eV/Å:
C 0.5951 -0.0131 -2.1600
C -0.4562 1.5700 0.2366
C -3.8194 2.3608 -0.8141

**Energy above the lowest of the compared OMol25 structures with the same formula, charge and spin**: 2.671 eV
**SMILES**: [H]/N=C1/CC=CN1.C=N
**Net charge**: 0



# 4
Computed, not measured: one molecule with the formula C5H9N3 at a distorted geometry, with the ωB97M-V functional and the def2-TZVPD basis.

Each line ends with the Mulliken charge.
Atoms and positions in Å:
C (2.446, -0.505, -0.299)  0.54
C (0.040, -0.618, -0.198)  0.08
C (-2.470, -0.487, -0.269)  -1.03
C (1.497, 1.442, 0.821)  -1.03
C (-1.196, 0.146, 0.303)  -0.20
N (3.303, -1.132, -0.753)  -0.51
N (0.047, -1.521, -1.049)  -0.52
N (1.381, 0.154, 0.038)  -0.02
H (-2.176, -1.566, -0.782)  0.25
H (-2.850, 0.100, -1.113)  0.29
H (-3.252, -0.654, 0.474)  0.31
H (1.098, 1.273, 1.777)  0.32
H (2.463, 1.846, 0.806)  0.43
H (0.951, 2.107, 0.197)  0.38
H (-1.157, 0.158, 1.425)  0.23
H (-1.045, 1.126, -0.031)  0.25
H (0.920, -1.870, -1.348)  0.23

Atoms 1-3, force components in eV/Å:
C 0.8278 -0.2235 -0.7587
C 0.7996 7.7532 9.0472
C 0.7228 -2.4982 -1.4091

**Energy above the lowest of the compared OMol25 structures with the same formula, charge and spin**: 1.821 eV
**Net charge**: 0
**2S+1**: 3



# 5
Computed, not measured: an isolated ion of composition C5H9N3 and charge +2 at a distorted geometry, with the ωB97M-V functional and the def2-TZVPD basis.

Each line ends with the Mulliken charge.
Atoms and positions in Å:
C (-1.900, 0.758, -0.262)  -0.21
C (-1.173, -1.393, 0.336)  -0.03
C (1.400, -1.399, -0.270)  -0.15
C (0.396, 0.634, 0.516)  0.56
C (1.522, 1.398, -0.169)  -1.62
N (-0.832, 1.215, 0.176)  -0.21
N (-2.079, -0.674, -0.128)  0.08
N (0.399, -0.807, 0.210)  0.09
H (-2.723, 1.349, -0.368)  0.45
H (-1.316, -2.464, 0.730)  0.44
H (2.246, -0.690, -0.603)  0.29
H (1.282, -2.314, -0.756)  0.36
H (0.479, 0.854, 1.558)  0.23
H (1.512, 1.319, -1.200)  0.49
H (2.454, 0.944, 0.325)  0.51
H (1.345, 2.415, 0.137)  0.36
H (-3.013, -1.148, -0.233)  0.37

Atoms 1-3, force components in eV/Å:
C 2.8905 -0.6668 1.5531
C 4.3692 -2.6377 0.0639
C 0.8460 2.0443 -2.0930

**Energy above the lowest of the compared OMol25 structures with the same formula, charge and spin**: 3.643 eV
**SMILES**: C=[N+]1C=[NH+]C=N[C@@H]1C
**Net charge**: +2



# 6
Computed, not measured: one molecule with the formula C5H9N3O at a distorted geometry, with the ωB97M-V functional and the def2-TZVPD basis.

Each line ends with the Mulliken charge.
Atoms and positions in Å:
C (-1.600, -1.804, 0.320)  -1.23
N (-0.165, 0.544, -1.717)  -0.23
C (-0.223, 0.759, -0.016)  0.89
C (1.165, 1.089, 0.506)  0.12
N (1.134, 1.622, 1.760)  -0.41
C (-0.427, -0.720, -1.666)  -0.29
C (-0.416, -1.089, -0.269)  -0.23
N (2.174, 0.777, -0.210)  -0.66
O (-1.211, 1.339, 0.432)  -0.74
H (0.245, 1.031, -2.509)  0.22
H (1.952, 2.072, 2.134)  0.22
H (0.234, 1.958, 2.074)  0.25
H (3.063, 1.053, 0.205)  0.21
H (-0.743, -1.331, -2.514)  0.41
H (0.579, -1.382, 0.056)  0.51
H (-2.067, -2.485, -0.398)  0.34
H (-1.331, -2.366, 1.214)  0.30
H (-2.362, -1.067, 0.599)  0.32

Atoms 1-3, force components in eV/Å:
C -0.0330 0.1276 0.0976
N 0.6960 -0.8032 0.3828
C -1.0116 -1.7506 0.4549

**Energy above the lowest of the compared OMol25 structures with the same formula, charge and spin**: 3.027 eV
**Net charge**: 0



# 7
Computed, not measured: a 3-piece molecular cluster, C5H9N3O overall at a distorted geometry, with the ωB97M-V functional and the def2-TZVPD basis.

Each line ends with the Mulliken charge.
Atoms and positions in Å:
C (-2.662, -0.571, -0.126)  -0.77
C (-0.519, 0.600, -0.275)  0.30
C (0.339, -0.497, -0.311)  0.01
C (1.305, -0.610, 0.940)  -0.76
C (2.840, 0.242, -0.730)  0.12
H (-2.195, -1.192, 0.705)  0.31
H (-3.082, -1.309, -1.350)  0.20
H (-3.751, -0.063, 0.422)  0.24
H (-2.460, 1.297, 0.653)  0.36
H (0.736, 2.084, 0.271)  0.21
H (0.059, -1.410, -0.606)  0.62
H (1.547, 0.202, 1.505)  0.37
H (1.644, -1.471, 1.381)  0.31
H (2.783, 0.616, -1.729)  0.40
N (-1.902, 0.504, -0.443)  -0.40
N (-0.322, 1.850, 0.150)  -0.76
N (1.789, -0.702, -0.484)  -0.24
O (3.850, 0.432, 0.027)  -0.53

Atoms 1-3, force components in eV/Å:
C -5.4727 -3.6339 0.0485
C -2.4872 7.1750 1.7557
C 4.4271 -0.9384 2.4281

**Energy above the lowest of the compared OMol25 structures with the same formula, charge and spin**: 9.242 eV
**Net charge**: 0



# 8
Computed, not measured: one molecule with the formula C5H9N3O at a distorted geometry, with the ωB97M-V functional and the def2-TZVPD basis.

Each line ends with the Mulliken charge.
Atoms and positions in Å:
C (2.571, 0.975, -0.084)  0.02
C (1.661, -1.424, 0.098)  -0.05
C (-1.617, -0.472, -0.374)  -0.08
C (-2.457, 0.726, -0.591)  -0.58
C (-2.381, 0.072, 0.789)  -0.52
H (0.726, 1.408, 0.283)  0.44
H (3.585, 1.316, -0.194)  0.35
H (3.555, -0.743, -0.042)  0.26
H (2.113, -2.380, 0.254)  0.38
H (-1.997, -1.427, -0.720)  0.48
H (-1.814, 1.620, -0.697)  0.20
H (-3.412, 0.711, -1.112)  0.27
H (-1.833, 0.744, 1.432)  0.23
H (-3.111, -0.574, 1.327)  0.24
N (1.652, 1.796, 0.115)  -0.74
N (2.604, -0.425, -0.142)  -0.20
N (0.395, -1.565, -0.109)  -0.68
O (-0.241, -0.357, -0.234)  -0.03

Atoms 1-3, force components in eV/Å:
C -0.2048 -0.4916 0.2612
C -0.6930 -0.6539 -1.3464
C -1.2250 -1.2714 1.2296

**Energy above the lowest of the compared OMol25 structures with the same formula, charge and spin**: 4.463 eV
**SMILES**: [H]/N=C\N/C=N\OC1CC1
**Net charge**: 0